A structure of composition C38H42CsN8O2SSe2. Source: the OMol25 dataset; level of theory: ωB97M-V/def2-TZVPD.

**Gap between HOMO and LUMO (alpha / beta)**: 4.08 / 6.58 eV
**Multiplicity**: 2
**ΔE to the lowest compared entry with this formula, charge and spin**: 0.3 kcal/mol
**E**: -198176.5233 eV

```
94
C38H42CsN8O2SSe2, DFT ωB97M-V/def2-TZVPD
Cs 1.31 0.04 -0.92
Se 4.78 1.71 -2.51
Se 5.13 -0.68 -2.38
C 5.29 -0.86 -0.49
C 6.55 -0.35 -0.04
C 6.85 -0.35 1.32
C 5.85 -0.83 2.21
C 4.66 -1.31 1.69
N 4.38 -1.31 0.37
C 3.61 1.57 -4.03
C 4.21 1.83 -5.28
C 3.50 1.65 -6.43
C 2.15 1.22 -6.34
C 1.60 1.06 -5.09
N 2.30 1.28 -3.94
H 7.14 0.09 -0.82
H 7.80 0.05 1.67
H 5.93 -0.78 3.28
H 3.85 -1.70 2.36
H 5.22 2.21 -5.30
H 3.96 1.73 -7.42
H 1.48 1.10 -7.21
H 0.61 0.73 -4.97
C -3.44 -0.83 2.82
C -3.90 -1.76 1.69
N -3.95 -3.17 2.09
C -5.30 -3.72 2.38
C -5.48 -5.11 1.77
C -2.83 -3.85 2.52
O -2.92 -4.82 3.31
C -1.46 -3.50 2.03
C -0.40 -3.94 2.81
C 0.90 -3.77 2.38
C 1.12 -3.21 1.12
N 0.10 -2.81 0.35
C -1.13 -2.94 0.80
H -3.57 0.19 2.45
H -2.37 -1.00 3.03
H -4.03 -1.01 3.74
H -3.30 -1.52 0.81
H -4.96 -1.56 1.43
H -6.03 -2.98 2.00
H -5.48 -3.82 3.47
H -5.48 -5.02 0.68
H -6.46 -5.55 2.09
H -4.64 -5.68 2.14
H -0.60 -4.41 3.78
H 1.69 -4.18 2.99
H 2.07 -3.22 0.63
H -1.93 -2.69 0.11
N 1.63 4.32 -1.90
C 0.47 4.39 -1.20
S -0.46 3.04 -0.86
N 0.12 5.61 -0.71
C -0.87 5.74 0.30
C -2.17 5.37 0.02
C -3.18 5.41 0.97
C -2.91 5.86 2.25
C -1.62 6.33 2.54
C -0.58 6.26 1.56
H 1.80 3.50 -2.44
H 2.13 5.16 -2.10
H 0.54 6.42 -1.15
H -2.42 4.88 -0.93
H -4.20 5.11 0.72
H -3.65 5.89 3.08
H -1.38 6.68 3.54
H 0.43 6.55 1.82
O 0.98 1.57 2.12
N 1.57 1.25 3.21
C 2.82 1.79 3.48
C 3.43 1.52 4.71
C 2.84 0.65 5.66
C 1.60 0.11 5.26
C 0.97 0.37 4.05
H 3.13 2.55 2.75
H 4.44 1.92 4.88
H 3.31 0.46 6.60
H 1.02 -0.49 5.99
H 0.02 -0.02 3.74
C -3.71 -3.06 -5.81
C -2.80 -2.41 -4.78
C -3.09 -1.21 -4.18
C -2.19 -0.66 -3.23
N -1.00 -1.23 -3.02
C -0.63 -2.31 -3.68
C -1.54 -2.97 -4.50
H -4.72 -2.56 -5.79
H -3.93 -4.12 -5.61
H -3.28 -3.02 -6.84
H -4.02 -0.71 -4.42
H -2.40 0.30 -2.78
H 0.42 -2.58 -3.55
H -1.27 -3.92 -4.94
```

Löwdin atomic charges, in units of e:
1. Cs 0.640
2. Se 0.457
3. Se 0.503
4. C -0.743
5. C -0.143
6. C -0.064
7. C -0.097
8. C -0.172
9. N 0.000
10. C -0.741
11. C -0.147
12. C -0.084
13. C -0.082
14. C -0.154
15. N -0.012
16. H 0.065
17. H 0.100
18. H 0.082
19. H 0.104
20. H 0.086
21. H 0.106
22. H 0.101
23. H 0.076
24. C -0.057
25. C -0.221
26. N -0.055
27. C -0.203
28. C -0.082
29. C -0.374
30. O 0.031
31. C -0.111
32. C -0.004
33. C -0.040
34. C -0.126
35. N 0.031
36. C -0.108
37. H 0.079
38. H 0.066
39. H 0.086
40. H 0.094
41. H 0.117
42. H 0.112
43. H 0.121
44. H 0.075
45. H 0.091
46. H 0.058
47. H 0.126
48. H 0.109
49. H 0.097
50. H 0.108
51. N 0.125
52. C -0.841
53. S 0.589
54. N 0.039
55. C -0.306
56. C -0.094
57. C -0.087
58. C -0.100
59. C -0.079
60. C -0.009
61. H 0.057
62. H 0.097
63. H 0.150
64. H 0.086
65. H 0.107
66. H 0.110
67. H 0.097
68. H 0.110
69. O -0.158
70. N -0.243
71. C 0.004
72. C -0.055
73. C -0.065
74. C -0.056
75. C -0.011
76. H 0.142
77. H 0.113
78. H 0.094
79. H 0.115
80. H 0.118
81. C -0.053
82. C -0.279
83. C -0.029
84. C -0.118
85. N -0.001
86. C -0.142
87. C -0.027
88. H 0.092
89. H 0.074
90. H 0.094
91. H 0.107
92. H 0.098
93. H 0.119
94. H 0.113



The molecule C4H8NO2S. Source: the OMol25 dataset; level of theory: ωB97M-V/def2-TZVPD.

**Gap between HOMO and LUMO (alpha / beta)**: 10.17 / 6.27 eV
**Multiplicity**: 2
**ΔE to the lowest compared entry with this formula, charge and spin**: 17.8 kcal/mol
**E**: -20695.8388 eV

```
16
C4H8NO2S, DFT ωB97M-V/def2-TZVPD
O 0.61 -1.57 -2.28
C -0.45 -1.00 -2.08
O -1.40 -0.57 -2.71
C -0.46 -0.48 -0.51
C 0.65 0.47 -0.01
C 0.66 0.76 1.46
S 1.01 -0.62 2.58
N -1.70 0.17 -0.10
H -0.48 -1.50 -0.03
H 0.75 1.42 -0.57
H 1.61 0.03 -0.34
H 1.29 1.61 1.77
H -0.28 1.22 1.82
H 2.18 -1.05 2.12
H -1.58 1.16 -0.29
H -2.40 -0.05 -0.83
```

natural (NBO) atomic charges, in units of e:
1. O -0.456
2. C 0.768
3. O -0.562
4. C -0.044
5. C -0.460
6. C -0.535
7. S -0.029
8. N -0.734
9. H 0.249
10. H 0.231
11. H 0.236
12. H 0.231
13. H 0.239
14. H 0.120
15. H 0.351
16. H 0.394



The molecule F2H2O4Si. Source: the OMol25 dataset; level of theory: ωB97M-V/def2-TZVPD.

**Gap between HOMO and LUMO**: 10.80 eV
**ΔE to the lowest compared entry with this formula, charge and spin**: 24.0 kcal/mol
**E**: -21533.3722 eV

```
9
F2H2O4Si, DFT ωB97M-V/def2-TZVPD
O 0.19 0.81 1.54
Si 0.07 0.27 -0.02
O 0.23 1.62 -1.02
F 1.18 -0.96 -0.43
O -1.47 -0.41 -0.38
O -1.70 -1.70 -0.58
F -0.45 -2.19 -0.17
H 0.99 0.37 1.82
H 0.94 2.18 -0.75
```

natural (NBO) atomic charges, in units of e:
1. O -1.062
2. Si 2.387
3. O -1.077
4. F -0.643
5. O -0.590
6. O 0.139
7. F -0.153
8. H 0.495
9. H 0.502



A structure of composition CH2N2O2S2. Source: the OMol25 dataset; level of theory: ωB97M-V/def2-TZVPD.

**Gap between HOMO and LUMO**: 8.59 eV
**ΔE to the lowest compared entry with this formula, charge and spin**: 37.6 kcal/mol
**E**: -29812.5213 eV

```
9
CH2N2O2S2, DFT ωB97M-V/def2-TZVPD
C 0.20 0.80 -0.41
N -1.01 0.68 -0.21
N 1.33 0.34 -0.83
O -1.24 -1.06 1.90
O -0.74 -1.84 -0.22
S -0.26 2.20 0.48
S -1.76 -1.24 0.62
H 1.36 -0.70 -0.97
H 2.12 0.83 -0.37
```

natural (NBO) atomic charges, in units of e:
1. C 0.346
2. N -0.540
3. N -0.768
4. O -0.885
5. O -0.948
6. S 0.186
7. S 1.739
8. H 0.444
9. H 0.425



The molecule C8H12O3. Source: the OMol25 dataset; level of theory: ωB97M-V/def2-TZVPD.

**Gap between HOMO and LUMO**: 8.68 eV
**ΔE to the lowest compared entry with this formula, charge and spin**: 112.8 kcal/mol
**E**: -14628.2966 eV

```
23
C8H12O3, DFT ωB97M-V/def2-TZVPD
C -1.74 -1.81 -0.05
C -0.79 -0.89 0.47
C -0.87 0.40 0.96
C -1.45 1.31 -0.10
C -0.10 1.33 -0.99
C 1.00 0.73 -0.07
O 2.29 1.14 -0.34
C 0.42 0.99 1.23
C 0.96 -0.79 0.01
O 1.06 -1.43 -1.19
O 2.01 -1.22 0.88
H -2.60 -1.17 0.02
H -1.84 -2.79 0.52
H -1.74 -2.01 -1.03
H -2.27 0.83 -0.65
H -1.68 2.24 0.35
H -0.36 0.75 -1.92
H 0.15 2.40 -1.31
H 2.77 0.76 0.40
H 0.13 2.02 1.63
H 0.85 0.67 2.20
H 1.73 -1.26 -1.88
H 2.05 -2.19 0.86
```

natural (NBO) atomic charges, in units of e:
1. C -0.690
2. C 0.098
3. C -0.046
4. C -0.413
5. C -0.408
6. C 0.158
7. O -0.694
8. C -0.500
9. C 0.527
10. O -0.770
11. O -0.752
12. H 0.224
13. H 0.234
14. H 0.231
15. H 0.207
16. H 0.203
17. H 0.221
18. H 0.230
19. H 0.483
20. H 0.217
21. H 0.245
22. H 0.505
23. H 0.490



Number 1: maximum force 0.0654 Eh/bohr. Number 2: maximum force 0.0836 Eh/bohr. Number 3: maximum force 0.0852 Eh/bohr. Number 4: maximum force 0.0644 Eh/bohr. Number 5: maximum force 0.1288 Eh/bohr.